{
  "formula": "C28H29NO5",
  "method": "ωB97M-V with the def2-TZVPD basis set",
  "relative_energy_kj_mol": 0.0,
  "homo_ev": -8.24,
  "lumo_ha": -0.011,
  "elements": ["O", "C", "C", "C", "C", "C", "C", "C", "C", "C", "C", "C", "C", "N", "C", "C", "O", "O", "C", "C", "C", "C", "O", "O", "C", "C", "C", "C", "C", "C", "C", "C", "C", "C", "H", "H", "H", "H", "H", "H", "H", "H", "H", "H", "H", "H", "H", "H", "H", "H", "H", "H", "H", "H", "H", "H", "H", "H", "H", "H", "H", "H", "H"],
  "positions_angstrom": [[0.78080, 0.42103, -1.51962], [-0.22948, 1.09430, -1.45218], [-0.39339, 2.29264, -0.54554], [0.46657, 3.48826, -1.01084], [0.09605, 4.72611, -0.18680], [0.93620, 5.92213, -0.63456], [2.41883, 5.61216, -0.43700], [2.79145, 4.38401, -1.26602], [2.52635, 4.66480, -2.74369], [1.04494, 4.98183, -2.93905], [0.66800, 6.20882, -2.11089], [0.20874, 3.78309, -2.49214], [1.95417, 3.19029, -0.80994], [-1.31445, 0.79011, -2.20053], [-1.25941, -0.29482, -3.15197], [-0.46742, -1.48330, -2.60695], [0.32472, -2.11178, -3.24981], [-0.87776, -1.81446, -1.37909], [-0.27067, -2.98288, -0.81527], [-1.07747, -3.42687, 0.37669], [-2.10145, -4.28321, 0.13812], [-2.88473, -4.89307, 1.18913], [-3.85813, -5.58761, 1.04071], [-2.41401, -4.68541, 2.45775], [-1.40803, -3.82997, 2.72205], [-1.02482, -3.77065, 4.07804], [-0.01312, -2.94811, 4.46146], [0.59581, -2.07128, 3.53328], [1.57798, -1.15723, 3.96036], [2.11620, -0.24422, 3.09444], [1.64546, -0.18882, 1.77996], [0.69836, -1.07581, 1.33497], [0.18572, -2.08333, 2.17194], [-0.76172, -3.07307, 1.73989], [-1.44272, 2.59112, -0.50843], [-0.08081, 2.00201, 0.45957], [0.26837, 4.52824, 0.87388], [-0.96512, 4.95565, -0.31529], [0.66216, 6.79871, -0.03631], [2.62231, 5.42476, 0.61989], [3.02126, 6.46893, -0.74672], [3.85318, 4.15484, -1.12324], [3.13467, 5.50797, -3.07840], [2.80146, 3.79324, -3.34144], [0.84989, 5.18242, -3.99877], [1.25534, 7.07053, -2.43501], [-0.38769, 6.44935, -2.25867], [0.47588, 2.91092, -3.09340], [-0.85306, 3.99296, -2.65081], [2.14605, 2.99407, 0.24823], [2.23090, 2.29781, -1.37287], [-2.13758, 1.36824, -2.17893], [-2.27433, -0.63957, -3.36198], [-0.77793, 0.01257, -4.08837], [0.77135, -2.77220, -0.55745], [-0.27886, -3.76937, -1.57961], [-2.35950, -4.58330, -0.86543], [-1.54491, -4.40951, 4.77348], [0.31645, -2.92649, 5.48950], [1.88755, -1.18348, 4.99518], [2.87491, 0.44813, 3.42741], [2.02380, 0.55651, 1.09714], [0.32090, -0.94844, 0.33825]],
  "forces_ev_per_a": [[0.5, -0.1, 0.0], [-0.5, 0.4, 0.3], [0.3, 0.1, -0.1], [-0.3, -0.3, 0.1], [0.1, 0.0, -0.1], [-0.1, 0.2, 0.2], [0.0, 0.0, 0.0], [0.3, 0.0, 0.1], [0.0, 0.0, 0.0], [-0.1, 0.1, -0.3], [0.0, -0.1, 0.0], [0.1, 0.1, 0.0], [0.1, 0.1, -0.2], [-0.4, -0.1, -0.3], [0.4, 0.0, 0.0], [-0.1, 0.0, -0.5], [0.0, -0.1, 0.0], [-0.3, 0.0, 0.4], [0.2, -0.3, -0.3], [-0.6, -0.3, -0.3], [0.5, 0.3, 0.0], [-0.4, -0.3, -0.3], [0.3, 0.2, 0.1], [-0.1, -0.2, 0.2], [0.7, 0.8, -0.3], [0.1, 0.0, 0.1], [-0.3, -0.2, -0.1], [0.0, 0.1, -0.3], [0.1, 0.1, -0.1], [0.0, -0.1, 0.3], [-0.1, -0.1, -0.2], [0.1, 0.2, -0.1], [0.1, -0.1, 0.4], [-0.4, -0.4, 0.6], [0.0, 0.0, 0.0], [-0.1, 0.0, 0.0], [0.0, 0.0, 0.1], [-0.1, 0.0, 0.0], [0.0, -0.1, 0.0], [0.0, 0.0, 0.1], [0.0, 0.1, 0.0], [-0.1, 0.0, 0.0], [0.0, 0.0, 0.0], [0.0, 0.0, -0.1], [0.0, 0.0, 0.1], [0.0, 0.1, 0.0], [0.0, 0.1, 0.0], [0.0, -0.1, -0.1], [-0.1, 0.0, 0.0], [0.0, -0.1, 0.1], [0.0, 0.0, 0.1], [0.1, 0.0, 0.1], [0.1, 0.0, 0.0], [-0.1, -0.2, 0.2], [-0.2, 0.0, -0.1], [0.0, 0.1, 0.2], [0.0, 0.0, -0.1], [0.0, -0.1, 0.1], [0.0, 0.0, 0.1], [0.0, 0.0, 0.1], [0.1, 0.1, 0.1], [0.0, 0.1, -0.1], [0.0, 0.0, -0.1]]
}

***

{
  "formula": "C28H30As2N2OSn",
  "method": "ωB97M-V with the def2-TZVPD basis set",
  "total_charge": 2,
  "relative_energy_kj_mol": 3.6,
  "homo_ev": -14.36,
  "lumo_ha": -0.216,
  "elements": ["Sn", "C", "C", "As", "C", "C", "C", "C", "C", "C", "C", "C", "C", "C", "C", "C", "As", "C", "C", "C", "C", "C", "C", "C", "C", "C", "C", "C", "C", "H", "H", "H", "H", "H", "H", "H", "H", "H", "H", "H", "H", "H", "H", "H", "H", "H", "H", "H", "H", "H", "H", "H", "H", "C", "N", "C", "N", "O", "H", "H", "H", "H", "H", "H"],
  "positions_angstrom": [[-0.21039, 0.60137, 1.55983], [-3.65288, 0.85499, -0.17112], [-3.84667, -0.42091, 0.64028], [-2.15947, -1.29098, 1.11415], [-2.53984, -2.46495, 2.57416], [-1.65902, -2.53138, 3.64867], [-1.92079, -3.40321, 4.69676], [-3.05755, -4.19639, 4.66744], [-3.93617, -4.12831, 3.59260], [-3.67943, -3.26577, 2.54011], [-1.70021, -2.39220, -0.39393], [-0.66898, -3.31419, -0.24527], [-0.28562, -4.09659, -1.32454], [-0.92626, -3.95554, -2.54959], [-1.96040, -3.03930, -2.69530], [-2.34848, -2.25305, -1.61700], [-2.34318, 2.05474, 0.63696], [-2.09121, 3.51945, -0.56831], [-1.05290, 3.47489, -1.49325], [-0.88500, 4.52482, -2.38304], [-1.74890, 5.61080, -2.34263], [-2.78089, 5.65342, -1.41522], [-2.95683, 4.60735, -0.52158], [-3.15900, 2.73739, 2.23335], [-4.51684, 2.58723, 2.49657], [-5.05037, 3.11205, 3.66528], [-4.23291, 3.78345, 4.56332], [-2.87828, 3.93715, 4.29856], [-2.33754, 3.41184, 3.13553], [-4.59088, 1.40340, -0.27700], [-3.28306, 0.65588, -1.17861], [-4.46228, -1.14115, 0.09911], [-4.33603, -0.21729, 1.59363], [-0.77074, -1.90956, 3.68163], [-1.23932, -3.45918, 5.53457], [-3.26205, -4.87334, 5.48569], [-4.81961, -4.75178, 3.57316], [-4.36158, -3.23003, 1.69888], [-0.17802, -3.44429, 0.71328], [0.50484, -4.82542, -1.20540], [-0.63167, -4.57360, -3.38706], [-2.47555, -2.94626, -3.64176], [-3.17284, -1.56210, -1.73888], [-0.37634, 2.62838, -1.52509], [-0.08027, 4.50041, -3.10560], [-1.61445, 6.43100, -3.03465], [-3.44733, 6.50444, -1.38367], [-3.75196, 4.65004, 0.21315], [-5.17188, 2.07961, 1.79898], [-6.10643, 3.00116, 3.87047], [-4.65389, 4.19226, 5.47170], [-2.24405, 4.46716, 4.99589], [-1.28107, 3.55080, 2.92860], [2.82153, 1.05976, -2.85658], [2.00061, 0.95073, -1.65508], [1.00727, 0.07924, -1.50249], [0.66297, -0.71876, -2.51451], [0.36014, -0.01951, -0.40989], [3.56093, 1.83808, -2.69699], [2.21343, 1.34146, -3.71654], [3.34789, 0.12640, -3.05987], [2.26319, 1.47502, -0.83743], [1.18454, -0.74722, -3.37365], [-0.04606, -1.41538, -2.35118]],
  "forces_ev_per_a": [[0.1, 0.0, 0.0], [0.0, 0.0, 0.0], [0.0, 0.0, 0.0], [0.0, 0.0, 0.1], [0.0, 0.0, 0.0], [0.0, 0.0, 0.0], [0.0, 0.0, 0.0], [0.0, 0.0, 0.0], [0.0, 0.0, 0.0], [0.0, 0.0, 0.0], [-0.1, 0.0, 0.0], [0.0, 0.0, 0.0], [0.0, 0.0, 0.0], [0.0, 0.0, 0.0], [0.0, 0.0, 0.0], [0.0, 0.0, 0.0], [0.0, 0.0, 0.0], [0.0, 0.0, 0.0], [0.0, 0.0, 0.0], [0.0, 0.0, 0.0], [0.0, 0.0, 0.0], [0.0, 0.0, 0.0], [0.0, 0.0, 0.0], [0.0, 0.0, 0.0], [0.0, 0.0, 0.0], [0.0, 0.0, 0.0], [0.0, 0.0, 0.0], [0.0, 0.0, 0.0], [0.0, 0.0, 0.0], [0.0, 0.0, 0.0], [0.0, 0.0, 0.0], [0.0, 0.0, 0.0], [0.0, 0.0, 0.0], [0.0, 0.0, 0.0], [0.0, 0.0, 0.0], [0.0, 0.0, 0.0], [0.0, 0.0, 0.0], [0.0, 0.0, 0.0], [0.0, 0.0, 0.0], [0.0, 0.0, 0.0], [0.0, 0.0, 0.0], [0.0, 0.0, 0.0], [0.0, 0.0, 0.0], [0.0, 0.0, 0.0], [0.0, 0.0, 0.0], [0.0, 0.0, 0.0], [0.0, 0.0, 0.0], [0.0, 0.0, 0.0], [0.0, 0.0, 0.0], [0.0, 0.0, 0.0], [0.0, 0.0, 0.0], [0.0, 0.0, 0.0], [0.0, 0.0, 0.0], [0.0, 0.0, 0.0], [0.0, 0.1, 0.0], [0.0, -0.2, 0.0], [0.1, 0.2, 0.0], [-0.1, 0.1, -0.1], [0.0, 0.0, 0.0], [0.0, 0.0, 0.0], [0.0, 0.0, 0.0], [0.0, 0.0, 0.0], [0.0, 0.0, 0.0], [-0.1, -0.1, 0.0]]
}